No. 1
The following is a DFT calculation (ωB97M-V/def2-TZVPD) of one molecule with the formula C28H39NO11.

Computed properties:
strongest force on any atom = 1.13 eV/A
HOMO energy = -9.401 eV
multiplicity = 1
SMILES string = CC(=O)OC[C@H]1O[C@@H](O/N=C/[C@@H](C)[C@H](OCc2ccccc2)C(C)C)[C@H](OC(C)=O)[C@@H](OC(C)=O)[C@@H]1OC(C)=O
frontier orbital gap = 10.05 eV
electronic energy = -1972.7530 hartree
LUMO level = 0.7 eV

Last column: Löwdin charge in e.
Positions of all 79 atoms, in Å:
C 3.11 -2.78 0.96  0.04
C 2.08 -2.02 0.17  -0.54
O 0.95 -1.82 0.53  0.10
O 2.58 -1.60 -0.99  0.02
C 1.74 -0.83 -1.84  -0.09
C 2.05 0.67 -1.69  -0.20
O 1.51 1.39 -2.78  0.01
C 0.25 1.97 -2.62  -0.27
O -0.78 1.01 -2.57  -0.03
N -1.30 0.77 -1.28  0.09
C -2.29 0.00 -1.25  -0.09
C -2.97 -0.30 0.04  -0.26
C -4.47 -0.43 -0.19  -0.04
C -2.34 -1.58 0.71  -0.28
O -3.08 -2.75 0.44  -0.11
C -2.81 -3.37 -0.79  -0.15
C -1.39 -3.89 -0.92  -0.20
C -0.88 -4.75 0.04  -0.03
C 0.40 -5.24 -0.08  -0.08
C 1.19 -4.90 -1.16  -0.10
C 0.68 -4.05 -2.13  -0.09
C -0.60 -3.54 -2.01  -0.04
C -2.19 -1.41 2.24  -0.35
C -3.54 -1.27 2.95  -0.06
C -1.42 -2.59 2.81  -0.06
C 0.21 2.99 -1.47  -0.14
O 0.32 4.29 -2.02  0.05
C -0.31 5.29 -1.38  -0.53
C 0.07 6.62 -1.97  0.04
O -1.06 5.13 -0.46  0.12
C 1.36 2.74 -0.48  -0.15
O 1.03 3.26 0.80  0.06
C 1.37 4.54 1.07  -0.52
C 0.81 4.95 2.40  0.04
O 2.00 5.23 0.33  0.12
C 1.57 1.23 -0.33  -0.16
O 2.45 0.89 0.73  0.05
C 3.70 1.36 0.77  -0.51
C 4.40 0.90 2.02  0.03
O 4.20 2.05 -0.08  0.13
H 3.34 -2.22 1.86  0.09
H 2.70 -3.74 1.25  0.08
H 4.01 -2.92 0.37  0.09
H 0.69 -1.04 -1.60  0.11
H 1.96 -1.12 -2.87  0.14
H 3.13 0.81 -1.77  0.16
H 0.09 2.50 -3.57  0.18
H -2.69 -0.46 -2.16  0.14
H -2.76 0.53 0.72  0.15
H -4.98 -0.71 0.73  0.07
H -4.69 -1.19 -0.94  0.08
H -4.87 0.52 -0.53  0.09
H -1.32 -1.69 0.32  0.12
H -3.02 -2.69 -1.63  0.11
H -3.51 -4.20 -0.84  0.14
H -1.50 -5.02 0.88  0.12
H 0.79 -5.91 0.68  0.11
H 2.19 -5.29 -1.26  0.11
H 1.29 -3.78 -2.98  0.11
H -0.99 -2.87 -2.77  0.12
H -1.60 -0.50 2.40  0.14
H -4.02 -0.33 2.71  0.07
H -3.38 -1.31 4.03  0.08
H -4.19 -2.10 2.67  0.08
H -0.48 -2.71 2.28  0.06
H -2.00 -3.50 2.70  0.08
H -1.21 -2.43 3.86  0.08
H -0.74 2.90 -0.92  0.16
H 0.25 6.51 -3.04  0.09
H -0.69 7.36 -1.77  0.09
H 1.01 6.92 -1.49  0.09
H 2.27 3.23 -0.85  0.17
H -0.21 5.30 2.22  0.09
H 1.39 5.76 2.81  0.09
H 0.77 4.10 3.08  0.09
H 0.62 0.77 -0.04  0.15
H 5.15 0.15 1.74  0.09
H 4.92 1.74 2.47  0.09
H 3.68 0.47 2.71  0.08

---

No. 2
The following is a DFT calculation (ωB97M-V/def2-TZVPD) of a 8-piece molecular cluster, C5H29N2O7 overall.

Computed properties:
strongest force on any atom = 2.27 eV/A
HOMO energy = -11.603 eV
multiplicity = 1
charge = +1
frontier orbital gap = 9.27 eV
electronic energy = -843.8477 hartree
LUMO level = -2.3 eV

Last column: Löwdin charge in e.
Positions of all 43 atoms, in Å:
N 1.08 1.26 -0.36  0.22
C 0.04 1.00 -1.41  -0.31
C -0.32 2.30 -2.12  -0.02
C -1.16 0.24 -0.77  -0.16
N -0.61 -0.76 0.12  -0.24
C -0.92 -0.40 1.52  -0.07
C -0.83 -2.20 -0.08  -0.08
H 1.53 0.42 0.04  0.11
H 1.87 1.71 -0.82  0.16
H 0.66 1.83 0.37  0.11
H 0.49 0.33 -2.14  0.12
H -0.02 3.20 -1.58  0.08
H 0.23 2.41 -3.05  0.09
H -1.41 2.37 -2.17  0.09
H -1.76 0.98 -0.25  0.12
H -1.68 -0.05 -1.66  0.11
H -1.99 -0.32 1.72  0.10
H -0.45 -1.10 2.21  0.08
H -0.40 0.54 1.70  0.06
H -0.09 -2.68 0.55  0.06
H -0.72 -2.39 -1.15  0.08
H -1.82 -2.58 0.17  0.08
H 0.33 4.56 1.27  0.06
H -0.54 3.66 2.10  0.05
O 0.27 3.65 1.58  -0.05
H 2.72 -2.99 1.44  0.07
H 1.53 -2.15 1.60  0.01
O 2.31 -2.22 1.04  -0.04
H 4.61 0.36 0.42  0.05
H 3.37 -0.34 1.08  0.00
O 3.65 0.40 0.52  -0.06
H 2.52 -2.25 -2.28  0.05
H 1.20 -1.82 -1.62  -0.01
O 1.83 -1.58 -2.30  -0.05
H 2.63 -0.29 3.71  0.06
H 1.72 0.91 3.24  0.05
O 1.96 -0.01 3.08  -0.05
H -4.83 0.09 -0.87  0.02
H -5.14 0.54 0.63  0.04
O -4.47 0.35 -0.03  -0.04
H -3.20 -2.62 -2.05  0.07
H -3.96 -1.36 -2.14  0.05
O -3.27 -1.77 -1.61  -0.06

---

No. 3
The following is a DFT calculation (ωB97M-V/def2-TZVPD) of CH5O2 as an isolated structure.

Computed properties:
strongest force on any atom = 1.36 eV/A
HOMO energy = -17.587 eV
multiplicity = 1
charge = +1
frontier orbital gap = 12.17 eV
electronic energy = -191.2605 hartree
LUMO level = -5.4 eV

Last column: Löwdin charge in e.
Positions of all 8 atoms, in Å:
O 0.00 -1.52 0.60  0.14
H 0.87 -1.84 0.31  0.14
H -0.48 -0.41 0.30  0.11
H -0.12 -1.64 1.55  0.14
O -0.86 0.65 -0.22  0.08
C -0.01 1.39 -0.71  0.11
H -0.42 2.35 -1.02  0.13
H 1.02 1.01 -0.80  0.13

---

No. 4
The following is a DFT calculation (ωB97M-V/def2-TZVPD) of C26H34ClIrO2 as an isolated structure.

Computed properties:
expectation value of S² = 6.06
strongest force on any atom = 2.73 eV/A
HOMO energy (spin up / spin down) = -4.682 / -8.668 eV
multiplicity = 5
frontier orbital gap (spin up / spin down) = 5.23 / 7.16 eV
electronic energy = -1725.7854 hartree
LUMO level (spin up / spin down) = 0.5 / -1.5 eV

Last column: Löwdin charge in e.
Positions of all 64 atoms, in Å:
O -3.60 0.08 -4.26  -0.09
C -4.90 -0.55 -3.97  -0.18
C -5.66 -0.08 -5.21  -0.08
H -5.27 -0.13 -3.02  0.12
H -4.82 -1.66 -3.96  0.13
C -4.28 0.56 -5.48  -0.60
H -6.52 0.58 -5.01  0.12
H -5.89 -0.89 -5.92  0.11
C -4.40 2.05 -5.57  -0.01
H -4.95 2.45 -4.72  0.09
H -5.01 2.29 -6.45  0.09
H -3.43 2.53 -5.71  0.08
C -3.67 -0.13 -6.67  -0.02
H -3.63 -1.21 -6.46  0.09
H -2.66 0.22 -6.85  0.09
H -4.28 0.02 -7.55  0.09
Ir -0.01 0.13 -1.75  1.32
C 1.46 -1.67 -1.43  -0.20
C 0.58 -1.67 -0.31  -0.21
C -0.77 -1.74 -0.77  -0.25
H 0.83 -1.64 0.75  0.10
C -0.74 -1.85 -2.24  -0.21
C 0.65 -1.72 -2.64  -0.25
H 0.98 -1.70 -3.69  0.11
H 2.56 -1.65 -1.41  0.10
H -1.61 -1.80 -0.07  0.08
H -1.60 -2.04 -2.90  0.11
C 1.05 1.98 -0.95  -0.21
C 1.06 1.97 -2.39  -0.23
C -0.30 2.00 -2.85  -0.22
H 1.92 1.95 -3.06  0.10
C -1.16 1.99 -1.69  -0.24
C -0.32 1.98 -0.51  -0.22
H -0.66 2.04 0.52  0.09
H 1.93 2.02 -0.31  0.10
H -0.65 2.11 -3.87  0.11
H -2.25 2.07 -1.69  0.10
O -4.85 0.45 -0.40  -0.15
C -3.55 0.00 -0.95  -0.19
C -3.69 -1.48 -1.31  -0.20
H -2.79 0.13 -0.14  0.09
H -3.26 0.61 -1.82  0.08
C -5.06 -1.91 -0.79  -0.15
H -2.97 -2.11 -0.80  0.07
H -3.54 -1.60 -2.38  0.06
C -5.41 -0.77 0.17  -0.19
H -5.00 -2.83 -0.20  0.11
H -5.72 -2.00 -1.66  0.10
H -4.85 -0.90 1.12  0.12
H -6.48 -0.71 0.40  0.12
Cl -3.08 0.33 5.07  0.72
C -1.40 0.29 4.81  -0.63
C -0.53 0.34 5.89  -0.11
C 0.86 0.29 5.67  -0.08
C 1.37 0.32 4.37  -0.09
C 0.52 0.27 3.28  -0.03
C -0.91 0.22 3.45  -0.31
C -1.78 0.12 2.36  0.06
H -0.93 0.43 6.89  0.10
H 1.52 0.30 6.53  0.10
H 2.45 0.38 4.21  0.10
H 0.91 0.26 2.26  0.10
H -1.35 -0.04 1.37  0.02
H -2.85 0.32 2.43  0.05

---

Question: Which of these has the lowest electronic energy?
Answer: C28H39NO11

---

Question: Which of these has the highest multiplicity?
Answer: C26H34ClIrO2

---

Question: Which formula does entry 1 have?
Answer: C28H39NO11